1.
Computed, not measured: a molecular structure, C46H56InN2P2, with ωB97M-V/def2-TZVPD.

Computed properties:
Gap between HOMO and LUMO ... 6.88 eV
Total charge ... +1
Energy relative to the best compared isomer or geometry (same formula, charge and spin) ... 0.0 kcal/mol
HOMO ... -10.262 eV

Positions of all 107 atoms, in Å:
In  1.048  -0.769  -0.608
C  0.433  -5.442  -1.771
P  0.310  -3.617  -1.593
C  -1.523  -3.410  -1.514
C  0.722  -3.050  -3.302
C  -0.184  -3.226  -4.351
C  0.114  -2.812  -5.636
C  1.335  -2.206  -5.902
C  2.252  -2.036  -4.880
C  1.975  -2.459  -3.577
P  3.270  -2.309  -2.267
C  4.522  -3.506  -2.894
C  4.077  -0.708  -2.739
H  -0.185  -5.782  -2.603
H  0.097  -5.918  -0.850
H  1.469  -5.731  -1.952
H  -2.041  -3.775  -2.400
H  -1.790  -2.365  -1.357
H  -1.878  -3.978  -0.654
H  -1.146  -3.690  -4.168
H  -0.605  -2.961  -6.432
H  1.572  -1.878  -6.906
H  3.206  -1.571  -5.101
H  4.733  -3.345  -3.952
H  4.169  -4.528  -2.749
H  5.441  -3.379  -2.320
H  4.789  -0.829  -3.557
H  4.611  -0.312  -1.875
H  3.321  0.020  -3.036
C  2.101  2.076  4.011
C  2.059  0.989  2.934
C  3.458  0.732  2.359
C  1.458  -0.316  3.442
C  1.991  -0.908  4.581
C  1.513  -2.118  5.057
C  0.509  -2.781  4.373
C  -0.038  -2.249  3.210
C  -1.144  -2.998  2.486
C  -0.786  -4.476  2.306
C  -2.477  -2.842  3.225
C  0.420  -0.996  2.780
N  -0.160  -0.394  1.614
C  -0.930  0.605  1.733
C  -1.279  1.475  0.530
N  -0.795  1.223  -0.611
C  -0.895  2.226  -1.630
C  0.074  3.241  -1.610
C  -0.040  4.275  -2.534
C  -1.063  4.291  -3.467
C  -1.964  3.239  -3.509
C  -1.894  2.179  -2.611
C  -2.831  1.004  -2.840
C  -3.539  0.417  -1.612
C  -2.069  -0.082  -3.608
C  1.234  3.235  -0.621
C  1.033  4.251  0.509
C  2.574  3.471  -1.325
C  -2.066  2.614  1.050
C  -2.651  3.713  0.477
C  -3.360  4.611  1.313
C  -3.475  4.416  2.666
C  -2.880  3.287  3.283
C  -2.918  2.944  4.660
C  -2.301  1.805  5.113
C  -1.596  0.933  4.248
C  -1.536  1.247  2.914
C  -2.187  2.414  2.445
H  2.546  2.988  3.608
H  2.701  1.767  4.870
H  1.097  2.317  4.367
H  1.442  1.372  2.120
H  4.147  0.408  3.143
H  3.860  1.641  1.907
H  3.435  -0.051  1.597
H  2.797  -0.412  5.110
H  1.930  -2.548  5.960
H  0.149  -3.733  4.745
H  -1.262  -2.552  1.497
H  -0.738  -4.993  3.267
H  0.180  -4.591  1.810
H  -1.547  -4.982  1.708
H  -2.390  -3.202  4.253
H  -3.264  -3.416  2.731
H  -2.789  -1.795  3.261
H  0.685  5.080  -2.522
H  -1.146  5.109  -4.171
H  -2.740  3.227  -4.267
H  -3.615  1.379  -3.500
H  -2.888  -0.249  -1.046
H  -4.401  -0.169  -1.939
H  -3.906  1.196  -0.939
H  -1.222  -0.442  -3.019
H  -1.674  0.303  -4.550
H  -2.718  -0.934  -3.829
H  1.287  2.242  -0.170
H  0.898  5.254  0.096
H  1.905  4.271  1.168
H  0.153  4.020  1.112
H  2.666  4.498  -1.685
H  2.696  2.802  -2.179
H  3.399  3.294  -0.631
H  -2.578  3.909  -0.586
H  -3.824  5.479  0.863
H  -4.025  5.129  3.270
H  -3.440  3.589  5.357
H  -2.348  1.562  6.167
H  -1.120  0.047  4.649

2.
Computed, not measured: a single C4H8O2 molecule, with ωB97M-V/def2-TZVPD.

Computed properties:
Gap between HOMO and LUMO ... 11.38 eV
Energy relative to the best compared isomer or geometry (same formula, charge and spin) ... 23.0 kcal/mol
SMILES ... CC[C@@H](O)C=O
HOMO ... -10.450 eV

Positions of all 14 atoms, in Å:
C  -1.783  -0.690  -0.088
C  -0.335  -0.496  -0.530
C  0.415  0.530  0.336
O  0.673  0.030  1.618
C  1.713  0.914  -0.336
O  2.781  0.737  0.205
H  -2.253  -1.498  -0.661
H  -2.376  0.220  -0.245
H  -1.829  -0.944  0.976
H  -0.305  -0.183  -1.582
H  0.216  -1.443  -0.453
H  -0.198  1.448  0.407
H  1.644  0.012  1.699
H  1.639  1.364  -1.345

3.
Computed, not measured: a molecular structure, C23H30Al2BeBrCl3CsMgO7P at a distorted geometry, with ωB97M-V/def2-TZVPD.

Computed properties:
Gap between HOMO and LUMO ... 1.80 eV
Total charge ... +2
HOMO ... -10.903 eV

Positions of all 70 atoms, in Å:
C  -4.462  1.927  3.213
C  -3.479  3.085  3.057
C  -3.001  3.412  1.562
C  -3.904  4.360  0.850
Al  -5.676  3.461  0.322
C  -5.233  2.008  -1.057
C  -5.249  0.555  -0.555
O  -4.143  0.179  0.253
C  -3.004  -0.202  -0.484
C  -1.884  -0.307  0.567
H  -3.945  0.855  3.407
H  -5.148  1.817  2.363
H  -5.074  2.068  4.110
H  -3.897  3.938  3.588
H  -2.536  2.811  3.642
H  -1.981  3.941  1.656
H  -2.796  2.495  0.915
H  -3.428  4.627  -0.103
H  -4.043  5.306  1.379
H  -6.414  2.875  1.656
H  -6.618  4.561  -0.365
H  -4.302  2.267  -1.575
H  -6.020  2.061  -1.815
H  -6.136  0.452  0.069
H  -5.397  -0.113  -1.409
H  -3.122  -1.189  -0.936
H  -2.712  0.535  -1.238
H  -1.181  -1.116  0.376
H  -1.380  0.694  0.709
H  -2.434  -0.525  1.504
Mg  -0.529  5.317  1.869
Br  -2.442  0.369  3.015
O  -5.418  -0.912  5.150
P  -4.539  -1.683  6.102
O  -5.400  -2.461  7.047
O  -3.754  -0.672  6.903
O  -3.587  -2.680  5.336
C  3.316  5.166  -0.611
Cl  2.222  5.443  0.776
Cl  2.516  5.502  -2.141
H  4.174  5.821  -0.507
H  3.632  4.130  -0.599
Cs  0.092  2.322  1.682
C  3.862  0.185  -3.491
C  3.280  0.170  -2.227
C  3.470  -0.923  -1.385
C  4.224  -2.010  -1.796
C  4.798  -2.023  -3.081
C  4.618  -0.908  -3.925
C  5.547  -3.160  -3.550
O  6.070  -3.137  -4.759
C  5.701  -4.301  -2.710
C  6.385  -5.431  -3.192
C  6.545  -6.546  -2.377
C  6.042  -6.541  -1.086
C  5.359  -5.426  -0.596
C  5.176  -4.316  -1.395
C  4.423  -3.158  -0.876
O  3.972  -3.131  0.252
H  3.722  1.039  -4.144
H  2.677  1.009  -1.895
H  3.021  -0.933  -0.401
H  5.061  -0.903  -4.919
H  6.793  -5.443  -4.197
H  7.067  -7.415  -2.750
H  6.178  -7.407  -0.454
H  4.967  -5.433  0.411
Al  6.838  0.193  -3.493
Cl  -2.718  -2.088  3.854
Be  5.239  -4.465  -5.499